Record 1
20
Properties=species:S:1:pos:R:3:forces:R:3 method="wB97M-V/def2-TZVPD" e_homo_ha=-0.31131 total_charge=0 multiplicity=1 gap_ev=9.383
S 3.5939 0.9363 -2.1145 0.210 -0.738 0.685
C -1.5842 -0.0924 1.2621 0.216 -0.113 -1.339
C -1.8145 -1.5964 1.0691 -0.858 -0.818 0.994
C 1.8050 0.7218 -2.1152 -0.254 0.094 0.735
C 3.8713 2.0847 -0.7518 -0.684 0.385 0.484
C -3.3313 -1.8887 1.1212 0.100 0.010 -0.261
H -1.1376 0.2644 0.3250 0.170 0.364 0.399
H 4.8246 1.9118 -0.2528 0.399 0.328 -0.791
H 1.6140 -0.2420 -2.5809 -0.119 0.353 -0.745
H -3.7971 -1.3521 1.9419 -0.022 0.067 0.210
H 1.3754 1.6119 -2.5627 -0.425 -0.360 -0.517
H 3.6874 3.0754 -1.1666 0.687 0.220 0.383
H -3.7935 -1.5144 0.2015 -0.022 -0.016 0.089
H 3.2148 2.0110 0.1210 -0.549 -0.507 -0.446
H -3.6223 -2.9364 1.2236 0.309 -0.039 -0.078
H -1.4337 -2.0202 0.1466 0.178 0.431 -0.413
H 1.2950 0.5940 -1.1499 0.725 0.220 0.220
H -0.9590 0.1740 2.1027 0.245 -0.070 0.120
H -1.2860 -2.1961 1.8226 -0.224 0.290 0.160
H -2.5223 0.4531 1.3571 -0.083 -0.102 0.110

Record 2
18
Properties=species:S:1:pos:R:3:forces:R:3 method="wB97M-V/def2-TZVPD" e_homo_ha="-0.25956 / -0.26481" total_charge=0 multiplicity=1 gap_ev="7.940 / 7.931"
O 1.1647 -0.9439 -1.1636 -0.034 -0.079 0.114
N 0.5535 0.2198 -0.7808 1.465 1.162 0.436
C -2.8911 -0.0783 0.0092 -0.316 -0.086 0.042
C -0.0226 0.1062 0.3975 -2.414 -1.565 -1.593
C -1.7520 -0.7509 -0.6904 0.173 -0.034 1.111
C 3.1978 0.4409 0.7527 -0.353 -0.110 -0.098
C 2.0952 1.1559 0.6373 1.591 0.387 -0.108
H -2.8176 -0.1799 1.0967 -0.023 -0.013 -0.089
H 0.1735 -0.7280 1.0626 0.064 0.025 0.012
H -2.9252 0.9909 -0.2226 0.001 -0.076 0.003
H 1.5195 -0.7344 -2.0389 -0.051 -0.005 0.172
H 4.0800 0.7742 1.3064 -0.216 0.013 0.025
H 3.2794 -0.5457 0.2951 -0.010 0.089 -0.040
H 1.9578 2.1578 1.0407 -0.289 -0.067 -0.120
H -3.8628 -0.5021 -0.2855 0.066 0.088 0.040
H -1.5401 -1.7838 -0.4292 -0.140 -0.014 0.031
H -0.5110 0.9913 0.7752 0.168 0.053 0.003
H -1.6989 -0.5899 -1.7622 0.318 0.233 0.061

Record 3
110
Properties=species:S:1:pos:R:3:forces:R:3 method="wB97M-V/def2-TZVPD" e_homo_ha=-0.46109 total_charge=+1 multiplicity=1 gap_ev=7.907
Pb 2.5153 -3.8273 -3.5874 -0.517 0.699 0.421
O -1.3570 -0.6221 -2.6655 -0.223 -0.167 -0.243
O 1.2243 -1.8342 -3.0942 0.758 -0.952 -0.665
O 0.6955 -0.9396 1.3223 -0.248 -0.100 -0.160
O 1.5350 -1.2442 -0.9452 0.458 -0.066 -0.564
O 0.7063 -0.0668 3.3951 0.026 -0.002 0.304
O 1.5493 0.9032 0.1874 -0.387 0.065 -0.278
O 1.7027 2.3092 1.9499 0.163 0.569 0.151
O -0.5110 -0.1240 -0.6361 0.333 -0.474 -0.212
N -6.5374 1.5260 -2.5059 0.491 -0.390 -0.418
N 4.2112 -2.9938 -1.9481 0.097 0.290 0.084
N 2.2218 8.1388 -0.4234 0.062 0.888 -0.156
N 1.8878 -2.2852 -5.6517 0.206 -0.330 0.054
N -0.1667 5.1140 6.7910 0.027 -0.195 -0.068
N 1.2529 -4.4576 -1.4207 0.757 0.224 -1.518
N -0.9052 -5.2666 4.9751 0.072 -0.357 0.022
N -3.5720 3.9484 -3.4593 -0.018 -0.030 -0.147
C 1.6595 -1.3298 -6.2415 0.163 0.067 0.016
C -5.5306 -2.1200 -3.8278 0.035 -0.185 -0.313
C 2.2085 6.9994 -0.3648 -0.060 -0.960 0.737
C 1.5195 2.0542 6.2459 0.520 -0.351 -1.065
C 4.3140 -2.8483 1.8780 0.397 -0.350 -0.598
C -2.6858 -2.2590 4.9276 0.202 0.031 0.201
C 2.1917 5.5282 -0.2528 0.330 0.910 -1.256
C 0.8935 -1.2861 -2.0645 -0.792 -0.003 1.557
C 0.1484 -4.5653 0.9244 -0.001 0.919 0.077
C 1.4212 1.2678 1.4657 0.066 -0.541 0.056
C 0.7671 -4.5065 -0.3929 -0.638 -0.158 1.160
C -1.7521 2.9384 -1.8838 0.383 -0.575 -0.460
C 0.8913 0.0331 2.2288 -0.059 -0.129 -0.021
C -1.0476 -4.1340 4.8757 -0.142 0.349 -0.475
C -2.0988 -4.0406 -0.1712 -0.845 -0.416 0.359
C -5.1579 0.3152 -4.3556 0.534 -0.111 -0.338
C 4.9563 -1.6636 1.1885 0.659 0.683 0.454
C 2.1706 1.8948 7.5835 0.021 0.452 1.716
C -0.4956 -0.6466 -1.8456 -0.005 0.702 -0.170
C -3.5960 -2.7476 3.8141 -0.788 -0.301 0.370
C 4.7311 5.3426 0.1464 -0.431 0.033 1.401
C -3.4889 1.5977 -0.6095 0.278 -0.128 0.262
C -0.9945 0.1547 -6.0738 -0.133 -0.032 -0.134
C -4.4866 -0.9975 -3.9851 -0.332 -1.564 0.176
C 5.7545 -2.0788 -0.0389 -0.775 0.008 -0.970
C 3.3323 4.9323 0.5838 -1.441 -0.344 -0.169
C -1.2293 -2.6950 4.6808 -0.441 0.559 0.373
C -1.1857 -3.7798 1.0085 0.126 -0.432 -0.419
C -2.2726 2.5035 -0.5258 -0.718 1.112 0.562
C -2.7673 3.5175 -2.7642 -0.146 0.177 0.311
C 0.5774 4.3854 6.3052 0.135 0.301 0.173
C -5.8974 0.9911 -3.3028 -0.620 0.304 0.667
C 1.5505 3.4876 5.6907 0.093 -0.404 -0.120
C -0.1122 0.0661 -7.3175 0.062 -0.621 0.461
C 4.8872 -2.5631 -1.1223 -0.371 -0.525 -0.079
C 1.3830 -0.1047 -6.9588 -0.408 0.891 -0.480
B 0.8010 -0.3443 0.0062 0.333 0.289 0.446
H -1.0038 -2.4165 3.6512 0.553 -0.062 0.095
H 2.1077 1.4684 5.5297 -0.146 -0.006 -0.054
H 3.0879 5.1302 1.6311 0.488 0.352 0.002
H -4.4295 1.0095 -4.7767 -0.097 0.158 0.033
H -2.0038 0.4667 -6.3419 0.029 0.053 -0.022
H 3.1559 2.3642 7.6732 0.018 -0.065 -0.471
H -3.0154 -3.4702 -0.0120 0.067 0.176 -0.324
H 4.8405 6.4266 0.1827 -0.090 0.044 -0.395
H 1.9799 -0.0498 -7.8707 0.131 -0.294 0.074
H 0.0030 -5.6095 1.1957 0.136 -0.021 0.067
H 6.2426 -1.2164 -0.5001 0.543 -0.193 0.315
H -0.3935 -0.8127 -7.9018 -0.164 0.205 -0.185
H -2.4395 -5.0795 -0.2026 0.229 -0.060 -0.052
H -1.4188 2.0536 -2.4422 0.310 0.092 0.142
H 2.3151 5.2572 -1.3139 -0.089 -0.492 0.251
H -5.9317 -2.3416 -4.8215 -0.200 -0.026 0.132
H 2.5674 3.8670 5.8174 -0.140 0.264 0.146
H -4.3334 2.0577 -1.1180 0.037 0.148 0.026
H -5.0786 -3.0475 -3.4698 0.082 0.080 0.027
H -2.5389 3.4202 0.0166 -0.236 -0.050 -0.111
H -1.6650 -3.8019 -1.1420 0.018 0.206 0.020
H 2.2960 0.8652 7.9221 -0.116 -0.109 -0.342
H 4.9972 4.9340 -0.8222 0.164 0.028 -0.053
H -3.4542 -2.2268 2.8646 0.261 0.171 0.129
H -3.8783 -1.3371 -4.8286 0.128 0.397 -0.075
H -3.5065 -3.8172 3.6092 0.063 -0.028 0.170
H 3.6703 -3.3724 1.1638 -0.436 0.158 0.304
H -1.0282 -2.7060 1.0895 0.348 -0.047 0.148
H 0.5173 1.6293 6.1972 -0.079 0.133 0.184
H 4.3018 -0.8305 0.9339 -0.438 -0.256 -0.080
H -0.5633 -2.2036 5.3913 0.142 0.195 -0.304
H -2.8157 -1.1760 4.9936 0.622 0.068 -0.206
H 1.1886 5.2306 0.0498 0.115 -0.162 0.200
H 0.8583 -4.0643 1.5907 0.068 -0.424 0.175
H -1.4993 2.0937 0.1219 0.258 -0.318 -0.465
H -0.2150 0.9523 -7.9381 0.082 0.013 -0.046
H 5.0914 -3.5854 2.1039 -0.007 0.138 0.258
H -5.8695 0.0482 -5.1404 -0.047 0.324 -0.097
H 5.3803 4.9952 0.9551 0.397 -0.233 -0.484
H -3.2439 0.6791 -1.1488 -0.043 -0.083 0.124
H 1.6928 0.7486 -6.3491 0.102 -0.182 0.177
H 5.7020 -1.1872 1.8329 -0.074 -0.190 0.175
H -0.6043 0.8766 -5.3537 -0.023 0.004 0.000
H -1.0969 -0.8119 -5.5764 0.153 0.042 0.072
H 1.6051 2.3820 8.3887 -0.167 -0.031 -0.194
H -6.3705 -1.8984 -3.1688 0.107 0.255 0.060
H -3.7891 1.3664 0.4133 -0.190 -0.245 -0.123
H -2.9379 -2.5758 5.9431 -0.469 -0.430 -0.287
H 1.3815 3.4728 4.6118 -0.171 -0.019 0.041
H 6.4070 -2.9215 0.1926 0.416 0.293 -0.066
H -0.9279 3.6458 -1.7891 0.063 -0.059 -0.081
H 3.8114 -2.5772 2.7982 -0.265 -0.042 -0.026
H -4.6301 -2.5647 4.1151 -0.031 -0.094 -0.177
H -1.6449 -4.1339 1.9303 -0.119 0.161 0.026
H 3.1261 3.8595 0.5124 0.578 -0.055 -0.079
H -3.8120 -1.0424 -3.1318 -0.120 0.792 0.145

Record 4
115
Properties=species:S:1:pos:R:3:forces:R:3 method="wB97M-V/def2-TZVPD" e_homo_ha="-0.05223 / -0.16824" s_squared=8.7834 total_charge=-1 multiplicity=6 gap_ev="3.857 / 5.653"
Pd 0.0223 0.8170 -1.0999 0.245 -0.443 0.053
Se 1.3973 4.2609 -1.4828 -0.029 0.272 -0.052
S -1.4882 -0.0038 -3.2599 0.675 0.304 -0.326
S 1.9506 1.7016 -2.2120 -0.387 -0.570 0.087
O 0.4889 1.1440 1.1433 0.338 1.357 -1.156
O 1.9137 -1.5708 -0.6963 0.453 0.170 0.104
O -2.4280 1.2902 -0.6952 0.111 -0.423 0.498
O -1.3825 2.8255 -1.7421 0.786 0.373 -0.429
O -3.4565 2.4758 -2.1439 -0.927 0.447 -0.645
O 0.1060 -2.3781 -1.8074 -0.307 0.050 -0.161
N -2.4228 2.2015 -1.5420 -0.410 0.035 0.816
N 1.8857 3.4960 1.2210 -0.817 0.224 -0.779
N -0.0852 4.4518 0.9602 0.783 -0.758 -0.382
N -2.6686 -2.2205 -2.5600 0.071 0.138 0.006
N 0.2122 -0.0282 1.6975 -0.417 -0.966 0.418
N -4.0107 -0.2356 -2.7091 0.018 -0.031 -0.073
C -0.2364 4.1715 4.6544 -0.495 0.287 -0.327
C -6.5758 -0.1769 -0.6795 0.120 -0.184 0.212
C -0.7215 4.5332 3.3974 0.342 -0.189 0.111
C 2.0690 -5.4856 -1.7681 0.206 -0.215 0.086
C -0.7475 7.5001 0.8585 0.123 -0.082 -0.173
C 0.7198 7.4573 1.2731 -0.137 0.110 0.062
C 1.0254 -3.3660 -1.6973 0.766 -0.379 0.343
C 3.1798 2.9482 0.9350 0.793 -0.272 0.049
C 4.3554 5.2229 0.8568 0.178 -0.146 0.012
C 1.2273 -0.8383 2.1305 0.525 -0.347 0.263
C 4.9942 5.1981 -0.5233 -0.093 0.042 0.135
C -5.3831 -0.6399 -2.8996 -0.236 -0.616 0.174
C -3.0538 -5.2204 -1.0037 -0.036 0.131 0.192
C -3.9545 -4.0322 -1.3469 0.039 -0.258 -0.221
C 2.1325 -2.8649 -1.0037 -0.246 -0.775 -0.224
C -3.5955 -3.3195 -2.6665 -0.487 -0.060 0.362
C 4.3389 -5.8897 -0.6505 0.152 -0.094 0.040
C -1.2560 5.0000 0.3324 -0.555 0.519 -0.726
C 0.9813 -4.6837 -2.0991 -0.128 0.526 -0.021
C 4.1405 -7.3746 -0.9663 -0.016 0.289 0.023
C 1.7902 3.2212 3.7194 -0.396 0.169 -0.101
C 4.5510 -5.7640 0.8657 0.010 -0.048 -0.162
C 4.2914 3.8390 1.5032 -0.255 0.149 -0.062
C 0.9908 -2.1290 2.4915 0.203 0.266 0.144
C 5.5863 -5.3999 -1.3968 -0.092 -0.110 0.114
C 3.1650 -5.0111 -1.0559 -0.096 -0.116 -0.113
C -2.8493 -0.9037 -2.7788 0.061 -0.001 -0.160
C -5.4689 0.2835 0.2603 -0.142 0.113 -0.100
C 3.2049 -3.6658 -0.6844 -0.306 0.370 -0.074
C -0.3101 -2.6646 2.4442 0.029 -0.556 0.050
C -1.3320 -1.8186 1.9806 -0.139 0.346 -0.123
C 0.0751 4.2220 2.3006 0.305 -0.218 0.849
C -6.1018 -1.2330 -1.6782 -0.146 0.336 -0.168
C -1.1099 6.4358 -0.1760 -0.015 0.030 0.325
C 1.0083 3.9756 0.2987 0.252 0.683 0.386
C 0.9792 3.5262 4.8099 0.576 -0.262 -0.171
C 1.3236 3.5925 2.4619 -0.455 0.193 0.845
C -1.7998 -4.7907 -0.2555 -0.162 -0.244 -0.092
C -1.0632 -0.5367 1.6109 -0.632 -0.091 0.175
B 0.6432 -1.2273 -1.1673 -0.122 0.688 0.016
H 4.4019 4.5988 -1.2079 -0.041 -0.075 -0.147
H 5.4466 -5.5187 -2.4691 0.018 0.023 -0.135
H 1.8220 -2.7360 2.8199 0.122 -0.010 0.020
H 2.2092 -0.3912 2.1089 0.005 0.033 -0.021
H -1.4715 4.3795 -0.5408 -0.080 -0.013 0.266
H 3.2700 -7.7717 -0.4487 -0.121 -0.077 0.008
H -1.6815 -2.4501 -2.4727 -0.120 0.101 -0.158
H 3.3491 5.6374 0.7789 -0.067 0.081 0.073
H 3.6294 -5.9986 1.3946 -0.076 -0.016 0.075
H -0.8273 4.4018 5.5305 -0.037 -0.005 0.010
H -7.3962 -0.5955 -0.0886 -0.044 0.036 -0.028
H 1.3145 3.2552 5.8027 -0.020 -0.019 -0.004
H -3.9183 -3.3188 -0.5221 -0.106 0.090 -0.003
H 1.0012 8.3733 1.7894 0.073 0.066 0.078
H -0.3579 6.4422 -0.9683 -0.101 0.029 -0.061
H -1.6699 5.0388 3.2914 -0.047 -0.009 -0.032
H -2.0712 6.6954 -0.6250 0.003 -0.072 -0.107
H -6.9762 0.6822 -1.2208 -0.109 0.047 -0.059
H -2.3485 -2.1752 1.9023 -0.149 0.042 -0.008
H -4.9834 -4.3900 -1.4456 -0.037 0.068 0.055
H -2.7835 -5.7442 -1.9236 -0.032 -0.096 -0.075
H -1.0899 -5.6116 -0.1749 0.116 -0.008 0.060
H -5.9187 0.2639 -3.1956 0.009 -0.037 -0.100
H -3.1803 -4.0615 -3.3586 -0.016 0.092 -0.027
H 0.9198 6.6251 1.9420 0.131 -0.068 0.049
H 6.4640 -5.9687 -1.0966 0.156 -0.095 0.051
H 3.2313 1.9431 1.3649 -0.124 0.050 -0.088
H 2.7312 2.7082 3.8426 0.043 -0.044 0.020
H 5.0565 6.2044 -0.9284 0.029 0.115 -0.138
H -6.9684 -1.7875 -2.0488 0.001 -0.085 -0.027
H 1.3492 7.3561 0.3909 0.148 -0.037 -0.066
H 5.0170 -7.9261 -0.6292 0.068 -0.074 0.020
H -5.4449 -1.3411 -3.7398 -0.064 0.154 0.016
H -4.6330 0.7068 -0.2892 0.115 0.038 0.044
H -0.9512 8.4750 0.4060 -0.062 0.017 0.110
H -5.8436 1.0411 0.9482 0.027 0.046 0.082
H -5.0967 -0.5541 0.8495 0.070 -0.071 0.063
H -2.0503 -4.4570 0.7482 0.016 0.100 0.085
H -5.4510 -1.9342 -1.1626 0.026 -0.141 -0.014
H -2.0852 4.9256 1.0395 0.095 -0.077 -0.008
H -3.6175 -5.9270 -0.3876 0.032 -0.054 -0.058
H 3.2719 2.8534 -0.1496 -0.050 -0.013 0.195
H 4.0365 -3.2452 -0.1451 0.127 0.070 0.125
H 5.9993 4.7850 -0.4734 0.166 -0.050 -0.022
H 5.3249 -6.4533 1.1970 0.145 -0.089 0.055
H 4.8544 -4.7591 1.1419 0.020 0.120 0.087
H -1.3856 7.4039 1.7404 -0.103 0.077 0.037
H -3.8767 0.7756 -2.7031 0.141 -0.107 -0.077
H -1.3160 -3.9673 -0.7668 0.127 0.134 0.076
H -0.5084 -3.6867 2.7241 0.007 -0.094 0.017
H 4.0308 -7.5438 -2.0343 -0.067 -0.056 -0.144
H 2.0378 -6.5180 -2.0758 0.018 -0.167 0.003
H 4.1291 3.9639 2.5759 0.084 -0.100 0.021
H 4.9324 5.8821 1.5109 -0.058 0.057 0.003
H -1.8126 0.1593 1.2658 0.059 0.015 -0.076
H -4.5104 -2.9478 -3.1168 0.020 -0.082 -0.064
H 5.2476 3.3308 1.3642 0.034 -0.078 0.061
H 0.1344 -5.0930 -2.6313 -0.065 0.023 -0.041
H 5.7702 -4.3495 -1.1916 0.065 0.134 -0.006